[1]
This record from the Open Molecules 2025 dataset describes the molecule C5H7N at a distorted geometry. The level of theory is wB97M-V/def2-TZVPD.

```
13
Properties=species:S:1:pos:R:3:forces:R:3
C -0.488096 0.638715 -1.048953 -0.5581 0.4919 0.1721
C 0.849360 0.389624 -0.429778 0.0665 -0.3220 0.0724
C 0.770134 0.212041 1.054327 -0.2268 0.2095 0.3488
C -0.293281 -0.819844 0.860203 -0.0533 0.1780 0.3440
C -0.982466 -0.623926 -0.438876 -0.4281 0.2672 0.0135
N 0.313806 -1.335960 -0.403669 0.7142 0.7333 -0.5254
H -0.934703 1.571861 -0.704473 -0.2760 0.2202 -0.2264
H -0.456893 0.597801 -2.144214 0.0185 -0.0367 0.2534
H 1.628660 1.100869 -0.770394 0.4025 -1.4721 -0.3870
H 1.694436 -0.305778 1.349541 -0.2622 0.2055 0.2266
H 0.597085 1.078067 1.689679 -0.0417 0.2652 0.0590
H -0.758881 -1.363005 1.678853 0.3823 -0.5894 -0.4062
H -1.919625 -1.118440 -0.680372 0.2620 -0.1506 0.0551
```
Forces are in eV/Å.

* multiplicity: 1
* E_LUMO: 1.1 eV
* structure (SMILES): C1[C@H]2C[C@H]3[C@@H]1N23

=====

[2]
This record from the Open Molecules 2025 dataset describes the molecule C5H7N at a distorted geometry. The level of theory is wB97M-V/def2-TZVPD.

```
13
Properties=species:S:1:pos:R:3:forces:R:3
C 0.866747 -0.002382 -1.454263 1.4369 1.5526 -4.0464
C -0.330840 0.465375 -1.236327 0.5973 -2.3342 1.5445
C -1.019412 0.132051 0.091944 0.9683 3.0772 -1.1598
C -0.288726 -0.647129 1.181196 2.6249 3.0840 -2.6473
C 0.792986 0.201605 1.719752 -0.0878 -1.0522 0.1651
N 1.743027 0.703936 2.112288 0.2260 0.5293 0.1761
H 1.451607 -0.576152 -0.854828 1.2676 -1.5903 2.1784
H 1.452295 0.228665 -2.414583 -1.1942 -0.1712 1.2967
H -0.742173 0.990677 -2.047996 -1.2301 0.9172 -0.3474
H -1.241219 1.200417 0.341976 -0.4558 -1.0248 0.9978
H -1.889023 -0.408328 -0.028032 -2.2723 -0.7309 -0.7586
H 0.205958 -1.470435 0.711597 -0.0667 -1.0489 0.1665
H -1.001226 -0.818301 1.877277 -1.8141 -1.2076 2.4345
```
Forces are in eV/Å.

* multiplicity: 1
* E_LUMO: 0.8 eV
* structure (SMILES): C=CCCC#N

=====

[3]
This record from the Open Molecules 2025 dataset describes a structure of composition C5H7N. The level of theory is wB97M-V/def2-TZVPD.

```
13
Properties=species:S:1:pos:R:3:forces:R:3
C 0.221257 -0.974255 -1.001462 0.0263 -0.1009 -0.2931
C 1.168492 -0.074589 -0.200609 0.6218 0.4519 -0.3263
C -1.491116 0.746595 -0.160740 0.1992 -0.1045 0.1450
C -0.524443 1.190031 0.897387 0.0677 0.2977 0.0322
N 0.243872 -0.063530 0.973469 0.0224 0.0324 0.1794
C -0.832095 -0.606538 0.062007 -0.4556 -0.2082 0.0511
H -0.006597 -0.705721 -2.033477 0.0643 0.0254 0.0959
H 0.486917 -2.035228 -0.961397 -0.1188 0.2182 0.1111
H 2.190132 -0.402134 0.010442 -0.2696 -0.2378 0.0110
H 1.247180 0.930274 -0.653952 0.0191 -0.3002 0.1269
H -1.230941 1.247312 1.747957 -0.0527 -0.0528 0.0671
H 0.042813 2.127622 0.893853 -0.2495 -0.0061 -0.1291
H -1.515470 -1.379838 0.426523 0.1253 -0.0152 -0.0711
```
Forces are in eV/Å.

* multiplicity: 1
* E_LUMO: -0.2 eV

=====

Summary of Kohn-Sham gap in eV
10.17; 10.99; 8.04
(order as listed above)
Summary of ΔE to the lowest compared entry with this formula, charge and spin in kJ/mol
353.6; 180.9; 556.5
(order as listed above)
Summary of HOMO level in eV
-9.1; -10.1; -8.3
(order as listed above)